CH3N2O6S | ωB97M-V with the def2-TZVPD basis set

For the HOMO energy, the calculation gives -6.053 eV. The energy above the lowest of the compared OMol25 structures with the same formula, charge and spin is 3.597 eV. For the gap between HOMO and LUMO, the calculation gives 9.91 eV. Its total charge is -1. The SMILES is CON([N+](=O)[O-])S(=O)(=O)[O-]. As for the spin multiplicity: 1. The total energy is -27182.311 eV. The value obtained for the LUMO energy is 3.9 eV.

Last column: Mulliken charge in e.
CARTESIAN COORDINATES (ANGSTROEM)
C: 1.045 0.269 1.293  -0.64
O: 1.053 0.832 0.033  -0.31
N: 0.095 0.245 -0.831  -0.02
N: 0.524 -0.957 -1.452  1.01
O: 1.717 -1.187 -1.501  -0.63
O: -0.382 -1.625 -1.898  -0.58
S: -1.617 0.408 -0.211  1.12
O: -1.750 -0.718 0.722  -0.60
O: -2.272 0.361 -1.523  -0.61
O: -1.638 1.722 0.465  -0.60
H: 1.685 -0.618 1.327  0.25
H: -0.028 0.330 1.750  0.31
H: 1.568 0.938 1.828  0.31



C4H8N2 | ωB97M-V with the def2-TZVPD basis set

For the HOMO energy (spin up / spin down), the calculation gives -9.465 / -9.465 eV. The energy above the lowest of the compared OMol25 structures with the same formula, charge and spin is 2.776 eV. For the gap between HOMO and LUMO (spin up / spin down), the calculation gives 9.23 / 9.23 eV. As for the spin multiplicity: 1. The total energy is -7255.100 eV. The value obtained for the LUMO energy (spin up / spin down) is -0.2 / -0.2 eV.

Last column: Mulliken charge in e.
CARTESIAN COORDINATES (ANGSTROEM)
C: -2.052 -0.061 0.065  -1.16
C: -0.694 0.232 0.689  -0.35
N: 0.369 -0.178 -0.220  -0.15
C: 1.593 -0.480 0.144  -0.40
C: 2.421 1.448 -0.588  -0.06
N: 1.920 1.868 -1.566  -0.55
H: -2.175 -1.130 -0.136  0.32
H: -2.170 0.482 -0.879  0.34
H: -2.852 0.260 0.736  0.35
H: -0.576 1.306 0.890  0.28
H: -0.570 -0.308 1.634  0.32
H: 0.375 0.310 -1.116  0.40
H: 2.304 -0.791 -0.600  0.36
H: 1.744 -0.821 1.172  0.29



C5H10N2O3 | ωB97M-V with the def2-TZVPD basis set

For the HOMO energy (spin up / spin down), the calculation gives -9.717 / -9.718 eV. The energy above the lowest of the compared OMol25 structures with the same formula, charge and spin is 7.722 eV. For the gap between HOMO and LUMO (spin up / spin down), the calculation gives 9.08 / 9.08 eV. The SMILES is CC(C)[C@](C)(N=O)[N+](=O)[O-]. As for the spin multiplicity: 1. The total energy is -14463.430 eV. The value obtained for the LUMO energy (spin up / spin down) is -0.6 / -0.6 eV.

Last column: Mulliken charge in e.
CARTESIAN COORDINATES (ANGSTROEM)
C: -0.525 -1.823 -0.633  -1.54
C: 0.350 -0.726 0.235  0.53
C: 0.031 -0.942 1.701  -1.21
C: -0.134 0.686 -0.308  0.40
C: 0.895 1.703 0.153  -1.38
N: -1.463 1.065 0.011  -0.15
O: -1.593 1.551 1.098  -0.35
N: -0.074 0.820 -1.769  0.94
O: 0.866 0.301 -2.362  -0.57
O: -0.898 1.549 -2.271  -0.58
H: 0.020 -1.747 -1.578  0.39
H: -0.436 -2.755 -0.204  0.55
H: -1.529 -1.474 -0.839  0.35
H: 1.430 -0.790 -0.001  0.50
H: -0.693 -0.046 2.018  0.29
H: 0.966 -1.035 2.239  0.31
H: -0.448 -1.935 1.926  0.36
H: 0.617 2.611 -0.465  0.43
H: 0.775 1.651 1.266  0.34
H: 1.847 1.334 -0.217  0.38



C4H4BrFO | ωB97M-V with the def2-TZVPD basis set

For the HOMO energy (spin up / spin down), the calculation gives -10.212 / -8.744 eV. The energy above the lowest of the compared OMol25 structures with the same formula, charge and spin is 3.817 eV. For the gap between HOMO and LUMO (spin up / spin down), the calculation gives 9.98 / 5.97 eV. As for the spin multiplicity: 1. The total energy is -79014.946 eV. The value obtained for the LUMO energy (spin up / spin down) is -0.2 / -2.8 eV.

Last column: Mulliken charge in e.
CARTESIAN COORDINATES (ANGSTROEM)
C: -3.126 0.863 -0.435  0.27
C: 0.580 -0.848 0.071  -0.49
C: 0.639 0.380 -0.714  -0.38
C: 1.875 -0.059 0.019  0.08
O: -2.518 1.725 0.053  -0.18
F: 2.198 0.758 0.972  -0.26
Br: -3.379 -1.040 0.550  -0.10
H: 0.122 -0.882 1.032  0.31
H: 0.762 -1.757 -0.516  0.20
H: 0.080 1.253 -0.470  0.23
H: 2.767 -0.395 -0.561  0.31



C4H4N2O | ωB97M-V with the def2-TZVPD basis set

For the HOMO energy, the calculation gives -9.114 eV. The energy above the lowest of the compared OMol25 structures with the same formula, charge and spin is 5.391 eV. For the gap between HOMO and LUMO, the calculation gives 9.03 eV. As for the spin multiplicity: 1. The total energy is -9235.097 eV. The value obtained for the LUMO energy is -0.1 eV.

Last column: Mulliken charge in e.
CARTESIAN COORDINATES (ANGSTROEM)
N: 0.792 -0.228 1.533  -0.68
C: 0.802 0.785 0.618  0.86
C: 0.943 0.325 -0.846  -0.53
O: -0.171 -0.556 -0.997  -0.39
C: -1.074 -0.740 0.094  -0.53
C: -0.487 0.198 1.168  0.86
N: -0.385 1.503 0.783  -0.68
H: 1.861 -0.229 -1.049  0.28
H: 0.838 1.180 -1.516  0.26
H: -2.080 -0.465 -0.229  0.28
H: -1.037 -1.774 0.441  0.26



C2H10BaO11 | ωB97M-V with the def2-TZVPD basis set

For the HOMO energy, the calculation gives 0.726 eV. The energy above the lowest of the compared OMol25 structures with the same formula, charge and spin is 0.866 eV. For the gap between HOMO and LUMO, the calculation gives 2.83 eV. Its total charge is -2. As for the spin multiplicity: 1. The total energy is -25454.866 eV. The value obtained for the LUMO energy is 3.6 eV.

Last column: Mulliken charge in e.
CARTESIAN COORDINATES (ANGSTROEM)
Ba: -0.035 -0.044 0.278  1.50
C: 2.872 0.175 1.746  0.66
O: 4.092 0.290 2.116  -0.83
O: 2.008 1.136 1.785  -0.79
O: 2.434 -0.957 1.202  -0.83
C: -1.630 2.529 1.499  0.53
O: -0.927 2.653 0.401  -0.80
O: -2.646 1.679 1.496  -0.87
O: -1.294 3.151 2.550  -0.74
O: -1.253 0.394 -2.260  -0.37
H: -0.638 0.155 -2.958  0.22
H: -2.053 0.682 -2.705  0.20
O: -0.273 -2.796 0.970  -0.59
H: 0.548 -3.025 1.427  0.33
H: -0.991 -3.098 1.532  0.27
O: -2.777 -0.792 0.409  -0.62
H: -2.907 0.024 0.983  0.44
H: -3.598 -0.893 -0.074  0.20
O: 1.691 1.552 -1.170  -0.48
H: 1.646 1.643 -2.126  0.20
H: 2.615 1.369 -0.952  0.32
O: 0.830 -1.710 -1.820  -0.39
H: 1.012 -2.645 -1.691  0.21
H: 1.275 -1.472 -2.637  0.23



> Which of these has the highest energy above the lowest of the compared OMol25 structures with the same formula, charge and spin?

C5H10N2O3



> Which of these has the lowest energy above the lowest of the compared OMol25 structures with the same formula, charge and spin?

C2H10BaO11



> Which of these has the lowest energy above the lowest of the compared OMol25 structures with the same formula, charge and spin?

C2H10BaO11